[1]
Below is the ion C6H15NO with charge +1, with properties calculated with ωB97M-V/def2-TZVPD.

CARTESIAN COORDINATES (ANGSTROEM)
C1 0.22433 0.30809 -1.41977
N1 -1.15553 -0.00656 -1.59914
C2 -2.17016 -0.26459 -0.60386
O1 -2.14956 -1.63918 -0.19704
C3 0.54924 1.08147 -0.13054
C4 0.97220 0.25243 1.05935
C5 2.07037 -0.80546 0.71249
C6 1.50808 1.17028 2.15977
H1 0.71769 -0.68093 -1.34048
H2 0.61900 0.80176 -2.30288
H3 -1.49468 0.05496 -2.55918
H4 -3.16033 -0.15804 -1.02850
H5 -1.90074 0.28136 0.26462
H6 -1.26021 -2.02734 -0.13207
H7 1.33170 1.77647 -0.42948
H8 -0.23076 1.76844 0.19454
H9 0.21133 -0.39350 1.47007
H10 1.60501 -1.76514 0.49111
H11 2.57966 -0.59649 -0.24288
H12 2.87440 -0.85710 1.43928
H13 1.90236 0.65478 3.01536
H14 2.25109 1.85310 1.74655
H15 0.68909 1.74100 2.58799

Properties
- Gap between HOMO and LUMO (alpha / beta): 11.84 / 7.14 eV
- Spin multiplicity: 2
- Energy relative to the best compared isomer or geometry (same formula, charge and spin): 157.9 kJ/mol
- LUMO (alpha / beta): -3.284 / -7.980 eV
- E_HOMO (alpha / beta): -15.128 / -15.122 eV
- Total charge: +1



[2]
Below is a cluster of 2 separate species, C6H15NO2 in total, with properties calculated with ωB97M-V/def2-TZVPD.

CARTESIAN COORDINATES (ANGSTROEM)
C1 -1.27634 -2.30334 -0.26489
C2 -0.50567 -1.17361 0.39752
C3 -0.96519 -0.91913 1.82694
C4 -0.90549 0.23363 -0.47694
N1 -0.13952 1.34053 0.02383
O1 -2.30208 0.45011 -0.37014
H1 -0.86160 -2.51825 -1.24845
H2 -1.20047 -3.20751 0.34610
H3 -2.32693 -2.03643 -0.35780
H4 0.53091 -1.50439 0.46861
H5 -0.30269 -0.20858 2.32053
H6 -1.98165 -0.53907 1.82776
H7 -0.94171 -1.84906 2.39219
H8 -0.62946 0.07001 -1.52700
H9 -0.25912 2.18877 -0.52288
H10 -0.36095 1.51193 0.99880
H11 -2.57620 1.14804 -0.97645
C5 2.54443 1.83751 -1.07219
C6 2.20476 0.67167 -0.19706
O2 1.97510 -0.44533 -0.61666
H12 2.27928 1.63254 -2.10775
H13 2.08266 2.75501 -0.73300
H14 3.63500 1.99568 -1.01765
H15 2.28293 0.86928 0.88660

Properties
- Gap between HOMO and LUMO: 10.01 eV
- Energy relative to the best compared isomer or geometry (same formula, charge and spin): 195.8 kJ/mol
- LUMO: 0.678 eV
- E_HOMO: -9.335 eV
- Structure (SMILES): CC(C)[C@H](N)O.CC=O



[3]
Below is a cluster of 2 separate species, C6H15NO2 in total, with properties calculated with ωB97M-V/def2-TZVPD.

CARTESIAN COORDINATES (ANGSTROEM)
C1 2.46894 -0.47418 -1.09807
C2 1.30367 -0.52791 -0.12398
C3 1.73784 -0.61697 1.33454
C4 0.53014 1.14647 -0.27247
O1 0.43830 -1.50254 -0.46276
H1 2.09736 -0.38098 -2.11613
H2 3.03607 -1.40421 -1.02403
H3 3.12522 0.36179 -0.87680
H4 2.25252 -1.56703 1.49273
H5 2.41382 0.19321 1.59673
H6 0.86113 -0.60034 1.97991
H7 0.34200 1.27588 -1.33684
H8 -0.22963 1.52124 0.40967
H9 1.38724 1.76008 0.00092
H10 -0.43802 -1.45710 0.24414
C5 -2.33822 -0.03517 -1.04781
C6 -2.06898 -0.05413 0.43119
N1 -2.65043 0.91267 1.17634
O2 -1.54767 -1.03696 0.99831
H11 -3.24841 -0.61248 -1.23248
H12 -2.45996 0.98053 -1.41657
H13 -1.52492 -0.54030 -1.56446
H14 -2.46062 0.92144 2.16579
H15 -3.02742 1.73700 0.74212

Properties
- Gap between HOMO and LUMO: 9.01 eV
- Energy relative to the best compared isomer or geometry (same formula, charge and spin): 147.0 kJ/mol
- LUMO: 0.618 eV
- E_HOMO: -8.388 eV
- Structure (SMILES): CC(C)(C)O.CC(N)=O



[4]
Below is a structure of composition C6H15NO2, with properties calculated with ωB97M-V/def2-TZVPD.

CARTESIAN COORDINATES (ANGSTROEM)
C1 0.06123 -0.02204 -0.61672
C2 -0.61743 0.48587 0.52772
C3 -1.73671 -0.67682 -1.27548
C4 1.14291 1.31960 1.33620
C5 0.51465 0.96153 -1.66686
C6 0.87566 -1.28667 -0.49505
N1 -1.05368 -0.38178 1.54241
O1 -2.16091 -1.79172 -0.57665
O2 1.65280 0.23669 2.11334
H1 -2.13103 -1.56234 0.37217
H2 2.60375 0.32327 2.25416
H3 -1.24794 1.35512 0.36754
H4 -1.53109 0.11182 2.28502
H5 -0.26695 -0.89322 1.93731
H6 -2.46820 0.13856 -1.30725
H7 -1.44465 -0.97421 -2.28072
H8 0.73361 2.08356 2.00500
H9 1.91420 1.77900 0.71154
H10 1.55983 1.22763 -1.50983
H11 0.43799 0.51149 -2.65788
H12 -0.07811 1.87557 -1.64642
H13 1.34143 -1.52066 -1.45180
H14 1.66795 -1.18079 0.24493
H15 0.23068 -2.11945 -0.21267

Properties
- Gap between HOMO and LUMO: 7.61 eV
- Energy relative to the best compared isomer or geometry (same formula, charge and spin): 457.3 kJ/mol
- LUMO: 0.758 eV
- E_HOMO: -6.848 eV